# 1
The following is a quantum chemistry calculation of a molecular structure, C16H16FN2O5SiSn in a non-equilibrium geometry, from the OMol25 dataset.

```
42
C16H16FN2O5SiSn ωB97M-V with the def2-TZVPD basis set
Sn -2.153 -0.122 -0.313
O -0.298 -5.720 -2.805
C -0.836 -4.573 -2.371
C -0.963 -3.437 -3.178
C -1.450 -2.290 -2.602
N -1.808 -2.223 -1.326
C -1.728 -3.315 -0.568
C -1.264 -4.515 -1.041
C -2.156 -3.079 0.873
O -2.305 -4.034 1.601
O -2.302 -1.816 1.133
C -1.579 -0.965 -3.340
O -1.442 -0.955 -4.543
O -1.821 0.017 -2.530
H -0.004 -5.652 -3.721
H -0.683 -3.430 -4.224
H -1.217 -5.384 -0.400
C 1.073 -0.899 -0.277
Si 1.618 0.656 0.576
C 2.783 1.605 -0.534
C 2.380 0.237 2.229
N 0.060 1.559 0.814
C -0.066 2.702 1.354
C 1.051 3.500 1.884
C 0.847 4.708 2.444
C -0.470 5.243 2.536
C -1.585 4.558 2.058
C -1.396 3.332 1.487
F -2.421 2.689 1.035
H 1.918 -1.559 -0.482
H 0.594 -0.672 -1.237
H 0.365 -1.459 0.346
H 3.697 1.017 -0.640
H 3.053 2.593 -0.156
H 2.339 1.729 -1.524
H 3.317 -0.294 2.046
H 1.716 -0.425 2.789
H 2.594 1.109 2.850
H 2.049 3.093 1.813
H 1.684 5.279 2.824
H -0.615 6.217 2.989
H -2.580 4.977 2.127
```

M   482.11 g/mol
Gap between HOMO and LUMO   4.17 eV
Total charge   +1
HOMO   -11.8 eV

=====

# 2
The following is a quantum chemistry calculation of C7H10O2Si in the gas phase in a non-equilibrium geometry, from the OMol25 dataset.

```
20
C7H10O2Si ωB97M-V with the def2-TZVPD basis set
O -3.930 0.196 0.263
Si -2.435 0.142 0.904
C -1.135 0.432 -0.525
O -1.634 -0.622 -1.583
C 0.302 0.225 -0.356
C 1.176 1.276 -0.431
C 2.484 1.070 -0.002
C 2.967 -0.222 0.319
C 2.094 -1.260 0.283
C 0.748 -1.018 0.009
H -4.354 0.720 -0.434
H -2.123 0.945 1.984
H -2.390 -1.152 1.568
H -1.133 1.512 -0.941
H -1.045 -0.745 -2.297
H 0.794 2.177 -0.736
H 3.087 1.910 0.028
H 3.964 -0.463 0.583
H 2.532 -2.251 0.643
H -0.011 -1.860 0.172
```

M   154.24 g/mol
Gap between HOMO and LUMO   9.80 eV
Total charge   0
SMILES   O[SiH2][C@H](O)c1ccccc1
Energy above the lowest of the compared OMol25 structures with the same formula, charge and spin   3.720 eV
HOMO   -9.1 eV

=====

# 3
The following is a quantum chemistry calculation of a molecular structure, C18H39I3N4O6P in a non-equilibrium geometry, from the OMol25 dataset.

```
71
C18H39I3N4O6P ωB97M-V with the def2-TZVPD basis set
C 3.370 -1.373 -0.579
C 2.250 -1.891 -1.508
C 0.937 -1.916 -0.710
I 0.237 -3.979 -0.516
N -0.147 -1.186 -1.325
O -0.206 -1.148 -2.695
C -1.135 -0.606 -0.675
N -1.128 -0.718 0.696
C -1.720 0.469 1.349
C -0.774 1.673 1.222
C 0.660 1.296 0.995
N 1.314 1.916 0.096
C -3.136 0.711 0.812
C -3.206 0.697 -0.732
C -4.514 0.002 -1.220
I -5.933 1.114 -2.338
C -4.769 -1.299 -0.971
C -3.830 -2.233 -0.241
I -6.535 -2.279 -1.571
P -2.975 2.533 -1.226
O -4.262 3.349 -0.632
O -3.100 2.506 -2.838
N -2.056 0.058 -1.408
H 3.576 -2.078 0.218
H 3.025 -0.423 -0.171
H 4.242 -1.143 -1.183
H 2.518 -2.897 -1.804
H 2.213 -1.224 -2.362
H 1.115 -1.568 0.296
H 0.262 -0.338 -2.959
H -1.546 -1.592 0.994
H -1.824 0.228 2.403
H -0.810 2.207 2.174
H -1.109 2.382 0.473
H 1.122 0.533 1.616
H 2.279 1.586 0.064
H -3.866 0.024 1.225
H -3.447 1.694 1.171
H -3.630 -1.917 0.778
H -4.301 -3.206 -0.164
H -2.912 -2.411 -0.799
H -4.931 2.775 -0.244
H -2.332 2.942 -3.225
H -2.402 -0.525 -2.164
C -0.822 -0.185 -5.958
C -1.460 1.128 -5.547
O -0.697 1.820 -4.547
H -0.712 -0.847 -5.099
H -1.426 -0.695 -6.707
H 0.174 -0.018 -6.376
H -2.447 0.961 -5.116
H -1.574 1.779 -6.418
H 0.173 2.005 -4.914
C 2.262 3.912 4.843
C 1.946 3.193 3.547
O 1.845 1.777 3.738
H 3.194 3.538 5.267
H 2.355 4.986 4.682
H 1.474 3.742 5.581
H 2.739 3.348 2.818
H 1.012 3.571 3.118
H 1.144 1.619 4.378
C 5.607 -3.060 4.190
C 4.262 -2.989 3.495
O 4.375 -3.258 2.095
H 6.303 -2.350 3.745
H 5.510 -2.837 5.253
H 6.043 -4.056 4.087
H 3.837 -1.990 3.584
H 3.562 -3.701 3.944
H 4.740 -4.142 1.995
```

M   819.22 g/mol
Gap between HOMO and LUMO   8.02 eV
Total charge   +1
HOMO   -11.2 eV